*i*
Entry from the Open Molecules 2025 dataset: a cluster of 2 separate species, C11H15N in total (ωB97M-V with the def2-TZVPD basis set).

Output
Gap between HOMO and LUMO ... 8.47 eV
Structure (SMILES) ... Cc1c[nH]c2ccccc12.CC

Geometry as ORCA input:
```
! wB97M-V def2-TZVPD RIJCOSX def2/J DEFGRID3
* xyz 0 1
H -1.5672 -0.5420 -3.0402
H 0.5446 0.6482 -2.9495
H -3.1540 0.0777 1.5498
C -0.7461 2.1570 1.4705
H 2.0119 -2.0874 -1.5881
C 0.0526 3.2316 1.9865
C 2.6432 -2.8583 -1.0599
H -0.0695 4.1976 1.3918
C 2.0838 -3.6579 0.0626
N -2.4641 0.7409 1.3243
H 2.7319 -3.3206 -2.1641
H 1.1610 2.9624 1.8789
C -0.7051 1.5401 0.1770
C -2.1394 -0.2647 -0.9437
H -2.2309 1.9146 3.2827
C -0.2226 0.7447 -2.0817
H 2.0051 -3.1218 0.9504
C -1.7987 0.5974 0.1545
C -1.3383 -0.1073 -2.1167
C -1.8666 1.5932 2.1972
H -3.1022 -0.9261 -1.0857
H 0.7230 2.2950 -1.1151
H 3.4880 -2.2424 -0.7162
H 2.8608 -4.3675 0.2960
H 1.1934 -4.2763 0.0688
H -0.1792 3.5169 3.0967
C 0.0845 1.5551 -1.0267
*
```

Listed below, in e, are the Löwdin charges computed for each atom:
1. H 0.0712
2. H 0.1317
3. H 0.1356
4. C -0.2807
5. H 0.0480
6. C -0.1090
7. C -0.1990
8. H 0.0940
9. C -0.1870
10. N 0.0298
11. H 0.1083
12. H 0.0965
13. C -0.1004
14. C -0.0037
15. H 0.1602
16. C -0.1266
17. H 0.0392
18. C -0.2164
19. C -0.1091
20. C -0.0358
21. H 0.1343
22. H 0.0520
23. H 0.0660
24. H 0.0575
25. H 0.0676
26. H 0.1050
27. C -0.0292

*ii*
Entry from the Open Molecules 2025 dataset: a cluster of 2 separate species, C11H15N in total (ωB97M-V with the def2-TZVPD basis set).

Output
Gap between HOMO and LUMO ... 8.74 eV
Structure (SMILES) ... Cc1c[nH]c2ccccc12.CC

Geometry as ORCA input:
```
! wB97M-V def2-TZVPD RIJCOSX def2/J DEFGRID3
* xyz 0 1
H 3.1601 1.3081 -1.2469
H 2.5908 -3.2309 -0.9822
C -2.0056 1.1636 3.5150
H -3.0807 1.2813 3.6324
H -1.8079 2.0897 -2.3200
C 2.7378 -0.5471 -0.5276
C -1.5991 0.9278 2.0811
H 0.5267 2.7869 -1.7765
H -1.6836 0.3709 4.1942
H -2.5291 -0.1721 -2.3127
H -1.6397 2.1130 3.9057
C -1.5608 0.0498 -1.9022
H -1.0632 -1.9410 -1.3541
H 3.7715 -0.6892 -0.2403
C 0.2159 1.7492 -1.6977
C 1.0628 0.7237 -1.2820
C 1.7144 -2.8683 -0.4455
H 0.9326 -3.4145 -0.9613
N 2.3990 0.7247 -0.9321
C -1.0663 1.3624 -2.0292
H -0.5175 0.8190 1.9543
H -1.8123 -0.0859 1.7072
H -2.0795 1.6194 1.3894
C 1.6611 -1.3787 -0.5220
C 0.5956 -0.5729 -1.0637
H 1.8063 -3.2801 0.5553
C -0.7292 -0.9086 -1.3386
*
```

Listed below, in e, are the Löwdin charges computed for each atom:
1. H 0.1507
2. H 0.0745
3. C -0.1812
4. H 0.0575
5. H 0.0933
6. C -0.0727
7. C -0.1841
8. H 0.1087
9. H 0.0639
10. H 0.0933
11. H 0.0587
12. C -0.0915
13. H 0.1073
14. H 0.1240
15. C -0.0194
16. C -0.2173
17. C -0.0512
18. H 0.0687
19. N 0.0710
20. C -0.1115
21. H 0.0620
22. H 0.0611
23. H 0.0647
24. C -0.2138
25. C -0.1591
26. H 0.0725
27. C -0.0301

Least stable of them? *i*.

*i*
Entry from the Open Molecules 2025 dataset: a cluster of 2 separate species, C11H15N in total (ωB97M-V with the def2-TZVPD basis set).

Output
Gap between HOMO and LUMO ... 8.78 eV
Structure (SMILES) ... Cc1c[nH]c2ccccc12.CC

Geometry as ORCA input:
```
! wB97M-V def2-TZVPD RIJCOSX def2/J DEFGRID3
* xyz 0 1
C -0.4509 0.6626 -1.4686
H 0.6415 -2.8012 4.3732
C 0.8223 -1.9842 3.6876
H -1.4170 2.2455 -4.1808
H 0.6215 -1.1796 1.0828
C 0.5687 -0.8112 0.0719
N -0.1794 0.5936 -3.6918
H 1.5959 -1.5732 -3.0752
C -1.1781 1.7738 -2.0396
C -0.3788 0.1701 -0.1475
H 0.1178 0.2218 -4.5761
C 1.1266 -0.6713 4.4328
H 1.9666 -0.1695 3.9460
H 1.3789 -0.8748 5.4629
C 0.1651 -0.0291 -2.5128
H -3.0507 2.0048 -1.0415
H -2.5517 3.4461 -1.9908
C -1.0122 1.6400 -3.3806
H 0.3002 0.0308 4.3480
H -1.8256 3.1194 -0.4803
C -2.2123 2.6164 -1.3743
H -1.1241 0.3925 0.5957
H 1.6882 -2.2738 3.0915
H 0.1089 -1.8390 2.8801
H 1.8546 -2.2919 -0.7672
C 1.2768 -1.4259 -0.9697
C 1.1474 -0.9924 -2.2758
*
```

Listed below, in e, are the Löwdin charges computed for each atom:
1. C -0.1424
2. H 0.0588
3. C -0.1693
4. H 0.1222
5. H 0.0592
6. C -0.0941
7. N 0.0758
8. H 0.1063
9. C -0.2275
10. C -0.0097
11. H 0.1510
12. C -0.1573
13. H 0.0610
14. H 0.0540
15. C -0.2234
16. H 0.0803
17. H 0.0728
18. C -0.0713
19. H 0.0573
20. H 0.0765
21. C -0.0570
22. H 0.1080
23. H 0.0564
24. H 0.0377
25. H 0.0883
26. C -0.0925
27. C -0.0210

*ii*
Entry from the Open Molecules 2025 dataset: a cluster of 2 separate species, C11H15N in total (ωB97M-V with the def2-TZVPD basis set).

Output
Gap between HOMO and LUMO ... 8.82 eV
Structure (SMILES) ... Cc1c[nH]c2ccccc12.CC

Geometry as ORCA input:
```
! wB97M-V def2-TZVPD RIJCOSX def2/J DEFGRID3
* xyz 0 1
C 1.7004 1.1265 -1.7912
H 1.9992 1.2134 -2.8377
H 1.1393 -3.4693 1.5537
C -0.4948 0.8727 -0.3788
C -1.0414 1.1531 1.9192
N -1.8670 0.0857 -1.9692
H 2.3029 -1.9132 -0.3415
H 2.0217 -0.6502 0.9113
C 0.2574 0.7628 -1.6118
H -0.9527 1.4820 2.9542
H -3.9203 0.7229 0.2085
C 1.6490 -2.5297 1.7242
H 2.3953 0.5071 -1.2320
H -0.4341 0.0019 -3.5661
C -2.4136 0.9514 1.5922
C -0.6036 0.2406 -2.5347
C -0.1013 1.1666 0.9335
H 1.7054 2.1802 -1.4576
H 2.6598 -2.6279 2.1440
C 1.6898 -1.6094 0.5033
H -2.7318 -0.2308 -2.3809
H 0.8698 1.6703 0.9619
C -2.8378 0.7339 0.2865
C -1.8040 0.4826 -0.6442
H 0.6834 -1.4823 0.0811
H -3.1062 1.1223 2.3986
H 1.2352 -1.9630 2.5738
*
```

Listed below, in e, are the Löwdin charges computed for each atom:
1. C -0.0442
2. H 0.0763
3. H 0.0585
4. C -0.1780
5. C -0.0951
6. N 0.0723
7. H 0.0638
8. H 0.0565
9. C -0.2414
10. H 0.0986
11. H 0.1022
12. C -0.1623
13. H 0.0603
14. H 0.1142
15. C -0.1010
16. C -0.0508
17. C -0.0578
18. H 0.0871
19. H 0.0621
20. C -0.1801
21. H 0.1494
22. H 0.1193
23. C -0.0123
24. C -0.2141
25. H 0.0624
26. H 0.0906
27. H 0.0638

Least stable of them? *ii*.

*i*
Entry from the Open Molecules 2025 dataset: a cluster of 2 separate species, C11H15N in total (ωB97M-V with the def2-TZVPD basis set).

Output
Gap between HOMO and LUMO ... 8.76 eV
Structure (SMILES) ... Cc1c[nH]c2ccccc12.CC

Geometry as ORCA input:
```
! wB97M-V def2-TZVPD RIJCOSX def2/J DEFGRID3
* xyz 0 1
H 3.4208 1.7330 3.0028
H -1.1176 3.0263 0.9720
H 1.8055 1.6501 2.3803
C -1.0312 1.4578 -0.5498
C 2.9519 -0.1095 1.9153
H -2.5142 1.9490 0.9117
H -2.3353 3.1817 -0.2902
H -0.4215 -3.7702 -0.5758
H 0.0733 2.6384 -2.0647
C -1.5952 -0.8402 0.5936
C -1.3426 -2.1811 0.4811
C -0.9483 0.0407 -0.3002
C -0.1825 1.7055 -1.5816
H 1.0544 0.4496 -2.7640
H 3.7170 0.1310 1.1827
C -0.1143 -0.5117 -1.2825
H 2.0180 -0.3927 1.4113
N 0.3603 0.5261 -2.0413
H 3.2943 -0.9938 2.4547
C -0.5102 -2.6983 -0.5370
H -1.8613 -2.9125 1.0732
H 2.2269 0.6506 3.8038
C 0.0978 -1.8725 -1.4437
H -2.2301 -0.3509 1.3277
C 2.5835 1.0496 2.8490
H 0.7230 -2.2418 -2.2513
C -1.7601 2.4579 0.2929
*
```

Listed below, in e, are the Löwdin charges computed for each atom:
1. H 0.0571
2. H 0.0758
3. H 0.0502
4. C -0.2296
5. C -0.1665
6. H 0.0700
7. H 0.0747
8. H 0.0948
9. H 0.1225
10. C -0.0262
11. C -0.1021
12. C -0.1426
13. C -0.0617
14. H 0.1501
15. H 0.0569
16. C -0.2329
17. H 0.0535
18. N 0.0728
19. H 0.0580
20. C -0.0995
21. H 0.0919
22. H 0.0639
23. C -0.0301
24. H 0.1051
25. C -0.1673
26. H 0.1102
27. C -0.0493

*ii*
Entry from the Open Molecules 2025 dataset: a cluster of 2 separate species, C11H15N in total (ωB97M-V with the def2-TZVPD basis set).

Output
Gap between HOMO and LUMO ... 8.74 eV
Structure (SMILES) ... Cc1c[nH]c2ccccc12.CC

Geometry as ORCA input:
```
! wB97M-V def2-TZVPD RIJCOSX def2/J DEFGRID3
* xyz 0 1
C 0.4287 2.6208 0.8331
H -1.4116 -2.6318 -2.3629
C -1.4085 -0.8482 -3.5673
H -2.5513 -1.4426 -1.7926
C -0.8881 -1.6558 1.5387
C 0.4840 -1.8450 1.7196
C -0.5513 0.6448 1.2652
C 2.9090 1.9328 1.0438
C 0.8478 0.4739 1.3881
H -1.6699 2.3547 0.7289
H 0.4969 3.6861 0.7389
H -2.4584 -0.4399 0.8752
C 1.3778 -0.7957 1.6355
H -1.4543 -2.5749 1.4849
N -0.7850 1.9695 1.0074
H 2.4448 -0.8912 1.7488
H -0.6736 -1.3891 -4.1667
H -0.8350 -1.2658 -1.4741
C 1.4387 1.7435 1.0373
H 0.8646 -2.8552 1.8210
H 3.3172 1.5569 1.9807
H 3.2546 2.9681 0.9283
C -1.4453 -0.4154 1.2510
C -1.5584 -1.5762 -2.2306
H -2.2976 -1.0196 -4.1237
H -1.2728 0.2228 -3.4918
H 3.3972 1.4726 0.1836
*
```

Listed below, in e, are the Löwdin charges computed for each atom:
1. C -0.0523
2. H 0.0551
3. C -0.1592
4. H 0.0608
5. C -0.1115
6. C -0.1057
7. C -0.2229
8. C -0.0584
9. C -0.1375
10. H 0.1477
11. H 0.1167
12. H 0.1056
13. C -0.0232
14. H 0.0981
15. N 0.0701
16. H 0.1053
17. H 0.0645
18. H 0.0504
19. C -0.2434
20. H 0.0971
21. H 0.0799
22. H 0.0765
23. C -0.0304
24. C -0.1675
25. H 0.0428
26. H 0.0613
27. H 0.0803

*iii*
Entry from the Open Molecules 2025 dataset: a cluster of 2 separate species, C11H15N in total (ωB97M-V with the def2-TZVPD basis set).

Output
Gap between HOMO and LUMO ... 8.79 eV
Structure (SMILES) ... Cc1c[nH]c2ccccc12.CC

Geometry as ORCA input:
```
! wB97M-V def2-TZVPD RIJCOSX def2/J DEFGRID3
* xyz 0 1
C -0.4750 -2.3400 -1.4088
H 3.4186 0.8622 1.9597
C -0.6740 -2.6590 -0.0772
H 1.9586 1.9895 1.8946
C -2.6141 1.8551 -0.6831
H -3.0777 1.3505 -1.4829
H -0.5373 1.9593 -1.3225
H 2.5674 1.4447 0.3043
C 2.4612 1.1055 1.2988
C 1.0815 -0.4996 -1.1114
H -2.3246 1.0185 0.0066
C 1.3028 -0.8436 2.4248
C 1.5657 -0.1044 1.3135
H -1.3848 3.4876 -0.5804
H -1.4787 3.0451 -2.1983
H -1.1038 -2.8639 -2.1065
H 0.5127 -1.2980 -2.9949
H 1.6821 -0.9075 3.4027
H -0.1908 -2.4596 2.6294
C 0.4175 -1.4500 -1.9349
C 0.8902 -0.6369 0.2475
H -3.1482 2.4478 0.0907
C 0.0506 -1.7942 0.7092
N 0.3008 -1.9012 2.0718
H -1.3763 -3.5591 0.2003
H 1.6303 0.1947 -1.4328
C -1.4545 2.5563 -1.2202
*
```

Listed below, in e, are the Löwdin charges computed for each atom:
1. C -0.1459
2. H 0.1203
3. C -0.0353
4. H 0.1109
5. C -0.1946
6. H 0.0498
7. H 0.0543
8. H 0.0406
9. C -0.0399
10. C -0.0068
11. H 0.0755
12. C 0.0180
13. C -0.2939
14. H 0.0830
15. H 0.0617
16. H 0.0940
17. H 0.0946
18. H 0.0953
19. H 0.0748
20. C -0.0787
21. C -0.1430
22. H 0.0804
23. C -0.1883
24. N 0.0961
25. H 0.1494
26. H 0.0315
27. C -0.2039

Least stable of them? *iii*.

*i*
Entry from the Open Molecules 2025 dataset: the ion C5H8N with charge +1 (ωB97M-V with the def2-TZVPD basis set).

Output
⟨S²⟩ ... 2.0332
Gap between HOMO and LUMO (alpha / beta) ... 9.48 / 8.09 eV

Geometry as ORCA input:
```
! wB97M-V def2-TZVPD RIJCOSX def2/J DEFGRID3
* xyz 1 3
H 0.0063 2.1881 1.5821
C 0.0908 -0.9160 -2.5198
H 1.1984 -1.2757 0.1572
H 0.3113 -1.8862 -2.3469
C -0.0897 1.2555 2.0880
H -0.9791 0.9850 2.5780
H 0.6507 1.2114 2.7810
N -0.8028 -0.4828 -0.2651
H -0.7553 0.7765 -1.8676
H -0.2529 -1.7790 1.3124
C 0.0935 0.2686 1.0999
C 0.2176 -1.0944 0.6475
H 0.1241 -0.4311 -3.5840
C -0.3988 -0.1244 -1.5285
*
```

Listed below, in e, are the Löwdin charges computed for each atom:
1. H 0.1119
2. C 0.1929
3. H 0.1483
4. H 0.0498
5. C -0.0026
6. H 0.1069
7. H 0.0870
8. N 0.1053
9. H 0.0968
10. H 0.1306
11. C 0.0645
12. C -0.0946
13. H 0.1496
14. C -0.1463

*ii*
Entry from the Open Molecules 2025 dataset: the ion C5H8N with charge +1 (ωB97M-V with the def2-TZVPD basis set).

Output
⟨S²⟩ ... 2.0098
Gap between HOMO and LUMO (alpha / beta) ... 6.72 / 8.93 eV

Geometry as ORCA input:
```
! wB97M-V def2-TZVPD RIJCOSX def2/J DEFGRID3
* xyz 1 3
C -1.5818 -1.2548 0.0244
H -0.0174 0.9251 0.0186
H -2.6163 1.6103 -0.8902
H 0.3705 -2.1330 -0.0484
C 0.5150 -0.0212 -0.0021
C 1.9839 0.0744 -0.0134
C -0.1529 -1.1910 -0.0151
H -2.4311 1.5675 0.9578
H 2.3394 0.8343 0.6791
H 2.4547 -0.8792 0.2082
H -2.1128 -2.1959 0.0848
H 2.3079 0.3967 -1.0067
N -2.2282 -0.1806 -0.0431
C -2.3665 1.0482 0.0054
*
```

Listed below, in e, are the Löwdin charges computed for each atom:
1. C -0.0860
2. H 0.1102
3. H 0.1279
4. H 0.1454
5. C -0.0799
6. C -0.0463
7. C 0.0329
8. H 0.1303
9. H 0.0995
10. H 0.0915
11. H 0.1437
12. H 0.1112
13. N 0.0958
14. C 0.1239

Least stable of them? *i*.